Entry 1:
Density functional theory data (ωB97M-V/def2-TZVPD) for a gas-phase ion, C4H6NS (charge +1) at a distorted geometry.

**Total charge**: +1
**Molar mass**: 100.2 g/mol
**Spin multiplicity**: 3
**Electronic energy**: -16558.09700 eV
**ΔE to the lowest compared entry with this formula, charge and spin**: 134.65 kJ/mol
**Kohn-Sham gap (spin up / spin down)**: 6.91 / 7.62 eV

Geometry as XYZ:
```
12
Properties=species:S:1:pos:R:3:forces:R:3
S 1.6154 -0.0067 2.5696 4.26 -1.54 2.21
N 0.1417 -0.0782 0.1798 2.17 -0.29 2.68
C 0.6205 -0.6750 -0.6933 -1.57 0.96 0.49
C 0.3507 0.4329 1.7888 -5.42 1.31 -6.14
C -0.8044 1.3123 2.0857 0.77 1.70 -1.36
C 1.0761 -1.2129 -1.9249 -0.15 -2.43 -1.27
H -0.9587 2.2874 1.4255 0.80 -2.04 1.14
H 0.5994 -2.2323 -2.1841 0.65 1.23 1.07
H -0.5574 1.6397 3.0792 -0.92 0.27 0.77
H -1.6707 0.6973 1.9364 -0.82 -0.03 0.63
H 2.1858 -1.4390 -1.7422 -1.31 0.82 -1.16
H 0.6201 -0.6324 -2.7870 1.54 0.04 0.93
```
Forces are in eV/Å.

Atomic partial charges in e from the natural (NBO) method, atoms 1 to 4: atom 1 (S): 0.600, atom 2 (N): -0.275, atom 3 (C): 0.605, atom 4 (C): -0.208


Entry 2:
Density functional theory data (ωB97M-V/def2-TZVPD) for a molecular structure, C22H15F6MnN2O7S2.

**Total charge**: -1
**Molar mass**: 652.4 g/mol
**Spin multiplicity**: 2
**Electronic energy**: -109671.83082 eV
**ΔE to the lowest compared entry with this formula, charge and spin**: 0.00 kJ/mol
**Kohn-Sham gap (spin up / spin down)**: 7.25 / 6.46 eV

Geometry as XYZ:
```
55
Properties=species:S:1:pos:R:3:forces:R:3
Mn -0.1188 -0.0424 0.1199 -0.05 0.21 0.25
S -0.0862 -2.8937 1.7130 -0.07 0.00 0.03
S -2.4878 -1.1878 -0.2583 -0.04 -0.01 0.15
F 1.9612 0.2443 -4.4542 -0.04 0.02 0.04
F 0.1665 0.7163 -3.3438 -0.06 0.00 -0.03
F 3.9972 1.1144 -1.7276 -0.01 0.00 0.00
F 4.1365 -0.5997 -3.0347 -0.03 0.01 0.01
F 3.9046 -0.8760 -0.9026 -0.02 0.03 -0.05
F 1.8973 1.9904 -3.1797 -0.02 0.00 -0.01
O -1.4066 -0.9935 -1.2532 -0.24 -0.11 -0.13
O -3.8080 -0.8692 -0.7335 0.05 -0.05 -0.10
O 0.8431 -3.9922 1.8429 -0.02 0.00 0.01
O 0.4532 -1.8607 0.8077 0.16 -0.07 -0.27
O -0.5922 -2.3481 2.9500 -0.02 0.00 0.02
O 1.4736 0.4332 -0.9244 -0.19 -0.05 0.11
O -2.0793 -0.4619 0.9560 0.28 0.06 -0.03
N 0.8299 0.9476 1.5959 -0.08 0.04 -0.02
N -0.7685 1.8416 -0.2837 0.06 0.05 0.06
C -2.7233 -5.6816 0.5095 -0.03 0.02 -0.02
C 0.6838 2.2875 1.5260 0.00 0.04 -0.05
C -3.5814 -3.6374 -0.3889 0.00 -0.01 0.02
C 1.3318 3.1826 2.3790 -0.02 -0.02 -0.02
C 0.2581 5.0479 1.2560 -0.04 0.06 -0.04
C -3.6974 -5.0054 -0.2050 0.03 -0.03 0.01
C -1.2948 4.5463 -0.6550 -0.03 -0.02 -0.03
C -1.5848 2.2385 -1.2364 -0.04 -0.02 -0.05
C 1.6363 0.4525 2.5113 0.02 -0.08 0.06
C 2.1839 2.6329 3.3497 0.02 -0.03 0.01
C 1.0922 4.5894 2.2123 0.06 0.00 0.06
C -1.5186 -3.6115 0.8686 -0.04 0.03 0.00
C 3.5030 -0.1167 -1.9368 0.05 -0.05 0.00
C 1.5233 -1.5943 -2.2882 -0.11 -0.04 -0.01
C -1.8775 3.5922 -1.4512 0.00 0.04 0.00
C -2.5045 -2.9341 0.1388 0.04 -0.02 -0.05
C -0.4176 4.1455 0.3652 0.01 -0.03 -0.02
C 1.5078 0.7057 -3.2627 0.14 -0.02 -0.04
C -1.6477 -4.9857 1.0377 0.01 0.01 0.01
C 1.9580 -0.1464 -2.0488 0.09 0.01 0.01
C -0.1933 2.7745 0.5035 0.02 0.00 0.04
C 2.3327 1.2702 3.4117 0.02 0.02 0.02
H 1.6001 5.2797 2.8756 0.00 0.00 0.00
H -4.5444 -5.5347 -0.6232 0.00 0.00 0.00
H -2.5553 3.8651 -2.2480 0.00 0.00 0.00
H 1.7681 -2.1791 -1.4040 0.02 0.01 0.01
H -4.3302 -3.0887 -0.9416 0.01 0.01 0.00
H -2.7945 -6.7521 0.6575 0.00 0.00 0.00
H -1.5010 5.5996 -0.8047 0.00 0.00 0.00
H -2.0132 1.4574 -1.8530 0.00 0.01 0.03
H 2.9821 0.8101 4.1433 0.00 0.00 0.00
H 1.7282 -0.6253 2.5280 0.00 0.01 0.01
H 2.0071 -2.0218 -3.1656 0.02 -0.02 -0.02
H -0.8735 -5.4990 1.5900 0.00 0.00 0.00
H 2.7138 3.2850 4.0340 0.00 0.00 0.00
H 0.4410 -1.6233 -2.4149 0.11 0.00 -0.01
H 0.0857 6.1115 1.1408 0.00 -0.01 0.00
```
Forces are in eV/Å.

Atomic partial charges in e from the natural (NBO) method, atoms 1 to 4: atom 1 (Mn): 1.066, atom 2 (S): 2.438, atom 3 (S): 2.395, atom 4 (F): -0.342